{
  "formula": "C28H48CaN9O4S3SeSi",
  "method": "the ωB97M-V functional and the def2-TZVPD basis",
  "symbols": ["Ca", "N", "C", "N", "C", "C", "S", "C", "C", "S", "C", "N", "N", "H", "H", "H", "H", "H", "H", "N", "C", "C", "C", "C", "N", "H", "H", "H", "H", "H", "H", "H", "H", "H", "H", "H", "H", "C", "C", "C", "C", "O", "Si", "S", "O", "C", "C", "C", "C", "O", "C", "C", "C", "C", "H", "H", "H", "H", "H", "H", "H", "H", "H", "H", "H", "H", "H", "H", "H", "H", "H", "H", "H", "H", "H", "H", "H", "H", "H", "H", "H", "Se", "N", "C", "C", "C", "C", "N", "C", "N", "H", "H", "H", "O", "C"],
  "positions_angstrom": [[0.0170, 1.0592, 0.7552], [0.5552, -1.9540, 2.9750], [0.9251, -0.8001, 3.5891], [0.8982, 0.3753, 2.9994], [1.3387, 1.3665, 3.8572], [1.6422, 0.9571, 5.1127], [1.4272, -0.7483, 5.2438], [1.4344, 2.7374, 3.3636], [2.0654, 3.7623, 3.9856], [1.8641, 5.2223, 3.0851], [0.9481, 4.3447, 1.9129], [0.8142, 3.0659, 2.1671], [0.3621, 4.9506, 0.8438], [0.7981, -2.0492, 1.9850], [0.7273, -2.8080, 3.4823], [1.9537, 1.5551, 5.9533], [2.6279, 3.7465, 4.9047], [0.6556, 5.8777, 0.5898], [0.0954, 4.3539, 0.0823], [-2.1724, 2.0786, 1.4894], [-2.7435, 1.2693, 2.5914], [-3.9294, 0.4315, 2.1425], [-3.6961, -0.4959, 0.9518], [-2.5147, -1.4559, 1.0919], [-1.3430, -0.9824, 0.3321], [-1.8598, 2.9776, 1.8458], [-2.8776, 2.2818, 0.7918], [-3.0668, 1.9133, 3.4127], [-1.9510, 0.6275, 2.9952], [-4.7687, 1.0989, 1.9215], [-4.2473, -0.1689, 2.9988], [-3.5795, 0.0766, 0.0243], [-4.6131, -1.0730, 0.8154], [-2.8061, -2.4506, 0.7443], [-2.2291, -1.5691, 2.1405], [-1.5877, -0.9786, -0.6580], [-0.6072, -1.7008, 0.3393], [0.3815, 0.0229, -4.0311], [-0.5900, -1.0457, -3.5452], [-0.7708, -2.1268, -4.6033], [-1.9457, -0.4171, -3.2327], [-0.1294, -1.5703, -2.2843], [1.0022, -2.7700, -2.0142], [1.5654, -2.7341, -0.0234], [0.4454, -4.2246, -2.5256], [-0.4746, -5.1716, -1.9599], [0.3192, -6.1224, -1.0700], [-1.5695, -4.4767, -1.1567], [-1.0834, -5.9293, -3.1349], [2.1898, -2.3775, -3.0723], [3.3196, -3.1432, -3.5403], [2.8712, -3.9263, -4.7691], [3.8476, -4.0831, -2.4644], [4.3815, -2.1148, -3.9087], [0.0124, 0.4776, -4.9550], [1.3672, -0.4031, -4.2067], [0.4670, 0.8043, -3.2758], [-1.1891, -1.6906, -5.5127], [-1.4568, -2.8921, -4.2416], [0.1770, -2.6029, -4.8534], [-2.3597, 0.0730, -4.1194], [-1.8462, 0.3373, -2.4506], [-2.6597, -1.1763, -2.9035], [0.8402, -5.5603, -0.2934], [1.0568, -6.6632, -1.6659], [-0.3394, -6.8538, -0.5961], [-1.1486, -4.0095, -0.2644], [-2.3198, -5.2045, -0.8407], [-2.0637, -3.7114, -1.7626], [-0.2907, -6.3537, -3.7524], [-1.6883, -5.2693, -3.7574], [-1.7174, -6.7442, -2.7792], [2.0687, -4.6139, -4.4994], [3.7002, -4.5040, -5.1842], [2.5089, -3.2446, -5.5418], [3.0921, -4.8208, -2.1862], [4.1345, -3.5282, -1.5710], [4.7211, -4.6183, -2.8422], [3.9989, -1.4372, -4.6751], [5.2779, -2.6027, -4.2962], [4.6531, -1.5306, -3.0279], [-2.8175, 3.4809, -3.0655], [-1.4310, 3.8121, -4.1174], [-0.3573, 3.4550, -3.4469], [0.9812, 3.5599, -3.9179], [1.9698, 3.1484, -3.0840], [1.6467, 2.6038, -1.8032], [0.4319, 2.4745, -1.3279], [-0.5836, 2.9227, -2.1290], [-1.8344, 2.8619, -1.7217], [1.1635, 3.9564, -4.9081], [3.0137, 3.1926, -3.3606], [2.4665, 2.2427, -1.1930], [3.0748, -0.0806, -0.6077], [2.0243, -0.2711, -0.1903]],
  "atomic_forces_ev_per_a": [[-0.464, -0.125, 0.244], [0.096, 0.102, 0.214], [-0.116, -0.073, -0.097], [0.064, -0.129, -0.260], [0.072, -0.144, 0.346], [-0.078, 0.030, -0.149], [0.014, 0.066, -0.052], [0.149, 0.330, 0.144], [-0.099, -0.047, -0.093], [-0.057, -0.138, -0.017], [0.008, -0.085, 0.039], [-0.024, -0.044, -0.213], [0.067, 0.147, 0.157], [-0.068, 0.001, -0.079], [-0.015, 0.006, 0.031], [-0.009, -0.059, -0.018], [-0.020, 0.020, -0.049], [0.018, 0.028, 0.018], [-0.049, -0.136, -0.141], [0.173, 0.046, 0.033], [0.065, 0.038, 0.067], [-0.020, 0.046, 0.067], [-0.138, -0.056, -0.061], [-0.003, -0.083, -0.009], [0.053, 0.043, -0.027], [-0.060, -0.031, 0.000], [-0.038, -0.009, -0.095], [0.015, -0.024, 0.004], [-0.045, -0.013, -0.030], [0.022, 0.000, -0.027], [0.023, 0.000, 0.005], [0.052, 0.027, 0.032], [0.021, 0.005, -0.013], [-0.012, 0.007, -0.007], [0.022, 0.022, -0.005], [0.032, 0.047, 0.013], [0.002, 0.019, 0.089], [-0.085, 0.024, -0.025], [-0.150, 0.016, 0.064], [0.058, -0.089, 0.070], [-0.056, 0.073, -0.193], [0.070, -0.014, 0.021], [-0.007, -0.026, -0.355], [-0.075, -0.071, 0.096], [-0.204, 0.037, 0.036], [0.092, -0.133, -0.011], [-0.011, -0.022, 0.010], [-0.025, 0.060, -0.017], [0.044, -0.016, 0.026], [0.138, -0.053, 0.095], [-0.012, 0.070, -0.088], [0.031, -0.047, 0.001], [-0.023, -0.018, 0.004], [-0.011, -0.010, -0.009], [0.024, -0.026, 0.015], [0.011, -0.025, 0.013], [0.033, -0.086, 0.009], [0.010, 0.026, 0.032], [0.000, -0.055, -0.017], [-0.002, 0.000, 0.035], [0.018, -0.048, 0.038], [0.019, 0.016, 0.069], [0.041, -0.008, 0.008], [-0.012, -0.016, -0.010], [0.001, 0.030, 0.012], [-0.004, 0.022, -0.023], [0.012, 0.028, -0.006], [0.022, 0.006, -0.014], [0.022, -0.026, 0.014], [-0.009, 0.011, 0.010], [0.004, 0.042, -0.005], [0.015, 0.032, 0.007], [0.000, 0.020, -0.015], [-0.007, 0.034, 0.022], [-0.002, -0.005, 0.019], [0.006, 0.019, 0.011], [-0.009, -0.004, -0.005], [-0.018, 0.019, 0.001], [0.001, -0.007, 0.016], [-0.029, 0.000, 0.012], [0.005, -0.003, -0.007], [0.251, 0.004, -0.015], [-0.334, 0.011, 0.024], [0.005, -0.042, 0.098], [0.215, 0.024, 0.008], [-0.081, 0.032, -0.013], [-0.090, 0.058, -0.175], [0.549, 0.039, 0.239], [-0.191, -0.076, 0.017], [-0.192, 0.105, -0.138], [0.055, -0.013, 0.021], [-0.027, 0.017, -0.068], [-0.064, 0.009, 0.092], [-0.498, -0.370, 0.181], [0.827, 0.589, -0.301]],
  "lowdin_charge": [1.251, 0.100, -0.682, -0.018, -0.351, -0.336, 1.095, -0.340, -0.332, 1.093, -0.696, -0.005, 0.114, -0.049, 0.102, 0.082, 0.083, 0.102, 0.057, -0.073, -0.257, -0.199, -0.191, -0.244, -0.072, 0.067, 0.062, 0.118, 0.092, 0.116, 0.121, 0.102, 0.114, 0.106, 0.105, 0.046, -0.029, -0.006, -0.614, -0.011, -0.034, -0.183, -0.130, 0.464, -0.154, -0.641, -0.032, -0.044, -0.023, -0.160, -0.632, -0.024, -0.041, -0.028, 0.100, 0.086, 0.051, 0.097, 0.080, 0.078, 0.091, 0.046, 0.092, 0.055, 0.090, 0.090, 0.053, 0.095, 0.082, 0.089, 0.077, 0.091, 0.079, 0.091, 0.085, 0.073, 0.075, 0.094, 0.082, 0.090, 0.083, 1.185, -0.199, -0.402, 0.028, -0.015, -0.116, 0.008, -0.508, -0.226, 0.134, 0.121, 0.104, 0.016, -0.282],
  "total_energy_ha": -6452.7856,
  "charge": 1,
  "relative_energy_kcal_mol": 24.05,
  "e_lumo_ev": -4.27
}